A molecular structure, C3H7AsCl4F6NiO5PY in a non-equilibrium geometry, computed with ωB97M-V/def2-TZVPD.

Results
- HOMO (alpha / beta): -0.337 / -0.338 hartree
- Multiplicity: 3
- Calculated total energy: -7058.63196 a.u.
- Charge: 0
- Largest force on an atom: 7.1 eV/A
- Relative energy (zero: lowest compared OMol25 entry of this formula, charge and spin): 2.006 eV
- Kohn-Sham gap (alpha / beta): 6.00 / 6.04 eV

Geometry (Å):
Y 2.46 2.31 -0.66
As 1.45 1.24 3.60
Ni 0.98 -0.54 0.66
Cl -4.18 -0.61 -1.51
Cl -0.57 -2.29 -0.59
Cl -0.08 -5.19 -0.66
Cl -6.34 1.24 -2.19
P 3.62 -0.43 0.06
F 3.16 1.10 3.30
F 1.18 2.09 2.06
F 1.17 -0.32 2.72
F 1.75 2.78 4.38
F -0.23 1.39 3.95
F 1.65 0.39 5.10
O 2.52 -1.52 -0.03
O 3.91 0.55 -1.15
O 2.59 0.56 0.69
O 0.36 1.12 -0.62
O 4.72 -0.37 1.08
C -0.73 1.17 -1.54
C -4.62 0.86 -2.41
C -0.84 -3.81 -1.46
H -1.64 1.41 -0.98
H -4.43 0.68 -3.46
H -0.57 1.97 -2.26
H -1.91 -4.02 -1.50
H -4.07 1.73 -2.06
H -0.44 -3.69 -2.45
H -0.86 0.22 -2.06